ORCA calculation (ωB97M-V with the def2-TZVPD basis set) on an isolated molecule of C7H11NO.

CARTESIAN COORDINATES (ANGSTROEM)
C: -0.91 1.56 0.69
C: -0.71 0.08 0.44
C: -1.35 -0.21 -0.90
C: -0.77 -0.93 -1.82
C: 0.56 -1.34 -1.44
O: 1.93 -1.03 -1.76
C: 1.30 -0.32 -0.73
C: 0.87 -0.34 0.65
N: 1.63 0.34 1.66
H: -0.15 2.06 0.12
H: -0.91 1.82 1.81
H: -1.91 1.90 0.35
H: -1.22 -0.51 1.22
H: -2.33 0.36 -1.10
H: -1.39 -1.32 -2.59
H: 0.61 -2.40 -1.00
H: 1.09 0.75 -1.07
H: 0.89 -1.46 0.98
H: 1.48 -0.20 2.54
H: 1.31 1.21 1.95

The net charge is 0. The value obtained for the energy above the lowest of the compared OMol25 structures with the same formula, charge and spin is 114.2 kcal/mol. The SMILES is C[C@H]1C=C[C@H]2O[C@@H]2[C@H]1N. The lowest unoccupied orbital energy is 0.87 eV.

***

ORCA calculation (ωB97M-V with the def2-TZVPD basis set) on a structure of composition C8H10B3F18O4Sn2.

CARTESIAN COORDINATES (ANGSTROEM)
Sn: 0.38 1.93 -1.02
Sn: -1.59 4.44 2.27
B: 1.10 2.49 2.42
F: 1.70 1.77 1.32
F: -0.22 2.07 2.63
F: 1.80 2.49 3.56
F: 0.84 3.86 1.95
B: 0.34 5.37 -0.46
F: 1.40 4.65 -1.00
F: -0.69 4.39 -0.26
F: 0.60 6.01 0.75
F: -0.23 6.24 -1.38
B: -2.63 1.43 0.75
F: -1.64 0.48 0.41
F: -2.45 1.77 2.08
F: -2.24 2.60 -0.02
F: -3.89 1.03 0.44
C: -2.53 -2.82 -1.09
C: -1.50 -1.86 -1.61
O: -1.18 -2.18 -2.98
C: -0.53 -1.29 -3.68
O: -0.15 -0.22 -3.29
C: -0.07 -1.87 -5.04
F: -0.63 -3.02 -5.36
F: -0.34 -0.93 -5.95
F: 1.25 -2.06 -5.02
H: -2.08 -3.75 -0.74
H: -3.32 -3.08 -1.79
H: -3.04 -2.37 -0.23
H: -0.56 -1.89 -1.05
H: -1.82 -0.83 -1.45
C: 0.24 -2.23 3.52
C: 0.58 -1.53 2.23
O: 1.96 -1.73 1.90
C: 2.30 -1.51 0.65
O: 1.62 -0.91 -0.15
C: 3.78 -1.84 0.43
F: 4.07 -3.05 0.85
F: 4.01 -1.76 -0.89
F: 4.55 -0.94 1.03
H: -0.69 -1.83 3.90
H: 1.00 -1.94 4.25
H: 0.24 -3.32 3.47
H: 0.37 -0.46 2.25
H: -0.09 -1.81 1.41

The net charge is +1. The lowest unoccupied orbital energy is -6.54 eV.